Below is the molecule CH2FOPS, with properties calculated with the ωB97M-V functional and the def2-TZVPD basis.

Bonds (Å) are listed after each position.
Element x y z (Å)
1 C 0.17534 -1.07936 -0.02825  P4 1.809, S5 1.929, H6 1.190, H7 1.012
2 O 2.15117 -0.69190 -1.71416  S5 1.450
3 F 0.77000 -0.99562 2.58450  P4 1.683
4 P 1.54791 -0.76982 1.10870  C1 1.809, F3 1.683
5 S 0.70719 -0.64012 -1.83015  C1 1.929, O2 1.450
6 H -0.84643 -0.48165 0.09445  C1 1.190
7 H -0.03884 -2.05554 0.13306  C1 1.012

Results
Relative energy (zero: lowest compared OMol25 entry of this formula, charge and spin) = 57.4 kcal per mole
Gap between HOMO and LUMO (alpha / beta) = 8.36 / 7.17 eV
E_tot = -25956.02056 eV